(1)
This record from OMol25 describes C46H75AlCl4CsF6IN5NaO11PS2 as an isolated structure. The level of theory is ωB97M-V/def2-TZVPD.

XYZ file:
```
154
Properties=species:S:1:pos:R:3:forces:R:3
C 7.0473 -2.9660 -2.0508 -0.38 -0.45 0.41
C 6.0749 -2.8789 -0.8303 0.45 0.11 0.16
P 4.3314 -3.2783 -1.3019 0.43 -1.16 -0.45
C 3.5531 -3.8208 0.3030 0.69 0.54 -0.06
C 3.4338 -1.7829 -1.9031 0.09 -0.46 0.80
C 3.8583 -0.4776 -1.8464 0.17 0.20 -0.11
F 5.0797 -0.2158 -1.3213 -0.05 -0.13 0.13
C 3.1441 0.6168 -2.2905 -0.16 0.75 -0.57
C 3.8443 1.9590 -2.1194 -0.49 0.06 -1.00
C 3.1389 2.8139 -1.0824 1.51 2.01 0.30
C 4.2157 3.7826 -0.3425 -1.57 -0.10 -0.44
O 2.4706 1.9329 -0.1550 1.19 -0.20 -0.42
C 1.8609 0.4218 -2.8813 1.04 0.10 1.19
C 1.4568 -0.9062 -2.9619 -1.59 0.59 -0.69
C 2.1867 -1.9861 -2.4923 0.96 -0.62 -0.14
S 1.5291 -3.6265 -2.6918 -0.97 -0.29 -0.05
S -0.0877 -1.3052 -3.7464 -0.01 -0.02 -0.20
C -1.0574 0.1552 -3.4571 1.19 -0.66 0.01
C -2.4462 -0.0241 -3.3995 -0.53 -1.29 -0.09
C -3.0456 -1.4182 -3.5511 0.03 0.10 0.31
C -4.1031 -1.7573 -2.4674 -1.32 -0.18 -1.27
N -5.4429 -1.8174 -3.1438 -0.17 0.25 0.16
C -3.2488 1.0814 -3.2025 0.31 0.86 0.48
N -4.6747 1.0493 -3.1745 -0.05 0.29 -0.54
C -2.6120 2.3087 -3.0168 -0.41 0.13 -0.23
C -1.2506 2.4849 -3.0486 0.71 0.21 -0.90
C -0.7746 3.9053 -2.7837 0.31 -0.50 0.16
C -0.3098 3.8504 -1.3235 -0.32 -0.50 0.83
C -1.5270 3.4574 -0.2985 2.02 0.03 0.88
C -1.2267 1.9701 0.2890 0.14 1.32 -0.15
O -2.2302 1.4930 1.1939 0.74 -0.37 -1.49
C -2.7338 0.2205 0.8562 -1.95 -1.18 0.07
C -1.8608 -0.9527 0.4268 0.74 0.68 -0.51
O -3.9281 0.0669 0.9601 1.17 0.67 0.20
C -0.3989 1.3602 -3.3093 -0.48 1.42 0.77
N 1.0610 1.5426 -3.4086 -0.19 -1.44 -0.32
C 1.4997 1.7232 -4.8237 -0.17 0.88 0.00
C 0.3790 2.1727 -5.7802 1.26 -0.04 -1.41
C 1.0646 2.7757 -7.0621 -0.09 -0.45 0.79
I 0.7347 4.9329 -7.0413 1.51 -0.12 -0.56
H 7.8764 -2.2570 -1.9683 -0.33 0.09 -0.20
H 7.5053 -3.9647 -2.0436 -0.14 0.22 -0.13
H 6.4966 -2.8977 -2.9968 0.35 0.30 0.05
H 6.2002 -1.9577 -0.2527 -0.06 -0.13 -0.20
H 6.3768 -3.6945 -0.1558 -0.40 0.19 0.00
H 3.4923 -2.9932 1.0198 -0.34 -0.24 -0.06
H 4.2780 -4.5382 0.7145 -0.19 0.11 -0.16
H 2.6120 -4.3507 0.1457 0.03 0.35 0.01
H 4.9060 1.8698 -1.8747 -0.37 -0.40 0.07
H 3.8357 2.4700 -3.0957 -0.11 0.08 0.33
H 2.4533 3.5222 -1.6431 0.04 -1.05 1.00
H 3.8971 4.1107 0.6945 0.53 -0.55 -0.98
H 4.2468 4.7127 -0.9284 0.05 -0.22 0.14
H 5.2264 3.3694 -0.3685 -0.27 -0.15 0.44
H 2.4747 2.3514 0.7367 4.33 -3.12 -3.55
H 2.5737 -4.3490 -3.1609 0.22 0.68 0.24
H -2.2718 -2.1937 -3.5056 -0.15 0.24 0.05
H -3.4669 -1.4655 -4.5694 -0.12 -0.06 0.32
H -3.9264 -2.7547 -2.0018 0.87 0.66 0.23
H -4.1430 -0.9268 -1.7464 0.04 -0.39 0.08
H -6.0693 -2.3939 -2.5903 0.15 -0.03 -0.01
H -5.3554 -2.2935 -4.0349 0.07 -0.11 0.13
H -5.0496 1.4353 -2.3131 0.17 -0.27 0.12
H -4.9886 1.6776 -3.9116 -0.17 -0.22 0.01
H -3.2468 3.1816 -2.8423 0.11 -0.18 -0.09
H 0.0209 4.2172 -3.4796 0.13 -0.17 0.43
H -1.5760 4.6499 -2.9072 0.00 -0.37 0.09
H 0.3753 2.9483 -1.3145 -0.20 1.27 0.11
H 0.2136 4.8134 -1.0304 -0.49 -1.11 -0.10
H -1.5076 4.2392 0.5251 -0.31 -0.96 -0.68
H -2.5044 3.5016 -0.7785 0.19 -0.14 0.15
H -1.0720 1.3367 -0.5922 -0.24 -0.06 0.28
H -0.2269 2.0147 0.8369 -3.84 -2.10 -1.86
H -1.0948 -1.2244 1.1672 -0.30 0.19 0.03
H -1.3017 -0.6936 -0.4895 -0.13 -0.10 0.22
H -2.4661 -1.8295 0.1576 -0.09 0.12 0.16
H 2.2815 2.5020 -4.8291 -0.13 -0.18 0.03
H 1.9592 0.8114 -5.2333 -0.21 0.11 0.13
H -0.1624 1.2880 -6.1342 -0.38 0.30 0.43
H -0.2547 2.9633 -5.3806 -0.16 -0.62 0.40
H 0.6931 2.3409 -7.9911 -0.04 0.47 0.05
H 2.1518 2.6592 -7.0233 -0.23 0.20 -0.14
Na -1.8519 4.6599 -6.6341 -1.42 -0.21 0.25
C -2.5090 0.9117 4.9037 -0.14 -0.20 -0.05
Cl -2.6762 1.5745 6.5290 -0.08 -0.05 0.27
Cl -3.9889 1.2438 3.9902 0.02 0.00 0.01
Cl -1.1235 1.6672 4.0954 0.06 0.06 0.21
Cl -2.2525 -0.8300 4.9947 -0.04 0.14 -0.14
C 8.0115 -5.0497 -7.3306 -0.12 -0.05 -0.16
O 6.6993 -5.5617 -7.4777 0.23 0.12 0.19
C 6.0601 -5.8779 -6.2464 -0.38 -0.23 -0.13
C 4.9338 -4.9047 -5.9517 0.23 0.15 -0.05
N 5.4475 -3.5783 -5.6244 -0.17 0.01 -0.07
C 4.4293 -2.5323 -5.5962 0.29 0.05 0.06
C 3.6701 -2.2271 -6.8865 -0.17 0.19 0.13
O 4.4593 -1.6438 -7.9084 -0.10 -0.13 0.01
C 5.1912 -2.5637 -8.7045 0.12 0.27 -0.06
H 8.4702 -5.0255 -8.3180 -0.06 -0.02 -0.01
H 8.0020 -4.0299 -6.9310 0.12 -0.02 0.10
H 8.6158 -5.6916 -6.6839 0.02 0.06 0.04
H 6.7730 -5.9265 -5.4182 0.05 0.14 -0.04
H 5.6259 -6.8742 -6.3669 0.02 0.00 0.04
H 4.3471 -5.2798 -5.1072 -0.01 0.03 0.01
H 4.2842 -4.8797 -6.8351 -0.08 -0.17 0.02
H 6.1479 -3.3192 -6.3067 0.04 -0.04 0.02
H 4.9384 -1.6139 -5.2855 -0.09 0.06 0.00
H 3.7065 -2.7695 -4.8085 -0.07 -0.06 -0.04
H 2.9103 -1.4772 -6.6406 -0.01 0.01 0.01
H 3.1210 -3.0953 -7.2678 0.13 -0.08 -0.03
H 4.6651 -3.5125 -8.8285 0.03 -0.03 0.09
H 6.1836 -2.7345 -8.2814 -0.01 -0.21 -0.04
H 5.3321 -2.1156 -9.6884 -0.07 0.04 0.02
O -6.7006 3.6772 -4.2915 0.08 -0.11 -0.01
H -6.8424 2.9170 -3.7167 -0.07 0.03 0.02
H -7.5119 3.7313 -4.8076 0.01 0.04 -0.01
C -4.1565 4.1091 8.8930 0.42 -0.28 -0.28
C -4.3483 4.8934 10.0055 0.15 0.46 0.37
C -5.5640 5.5229 10.2263 -0.09 -0.02 -0.10
C -6.5833 5.3439 9.3004 0.38 -0.20 0.02
C -6.4034 4.5558 8.1729 -0.11 -0.18 -0.16
C -5.1771 3.9370 7.9815 -0.38 -0.06 -0.12
N -7.8874 5.9823 9.5221 -0.12 0.05 -0.02
O -8.0157 6.6785 10.5040 0.03 0.01 0.01
O -8.7648 5.7700 8.7038 0.03 -0.03 -0.03
H -3.2037 3.6188 8.7414 -0.03 -0.02 0.12
H -3.5413 5.0097 10.7136 -0.11 -0.04 0.10
H -5.7055 6.1321 11.1071 -0.14 0.00 -0.06
H -7.2013 4.4170 7.4562 -0.10 0.17 0.12
H -5.0143 3.3077 7.1097 -0.02 0.14 -0.12
F -2.9933 -3.8955 -1.1978 0.28 0.12 0.26
O -6.0778 0.4912 7.0289 -0.05 -0.07 -0.03
H -6.7770 1.0784 6.6766 0.04 0.06 0.10
H -5.1784 0.8141 6.7841 0.32 0.16 0.11
H -6.2127 -0.4374 6.7515 0.03 0.02 0.03
F -3.0033 1.5815 10.1127 0.08 0.14 0.25
Al -2.5008 1.9467 11.7426 0.27 -0.26 0.39
F -3.0026 0.6985 12.7843 0.02 0.38 -0.50
F -3.2265 3.4252 12.2189 0.18 -0.43 -0.32
F -0.8070 2.1114 11.7819 -0.59 0.05 -0.22
O -0.4873 -1.5665 10.1626 0.12 -0.11 0.02
C -1.2326 -2.2848 9.5693 -0.01 0.12 -0.21
O -1.3057 -3.5934 9.8980 0.03 -0.11 0.33
C -2.2941 -4.4862 9.3872 -0.01 -0.08 -0.21
C -1.8767 -5.0746 8.0540 0.04 0.09 -0.10
C -2.0316 -1.7798 8.3861 -0.54 0.17 0.19
H -3.2716 -4.0015 9.3410 0.03 0.05 -0.03
H -2.3798 -5.2842 10.1233 0.09 0.10 0.10
H -1.7666 -4.3024 7.2907 -0.08 -0.01 0.00
H -2.6138 -5.8000 7.7068 0.01 -0.01 0.01
H -0.9116 -5.5727 8.1467 -0.04 -0.04 0.06
H -1.4087 -1.8319 7.4952 0.02 -0.06 0.03
H -2.3000 -0.7404 8.5779 0.26 0.03 0.09
H -2.9636 -2.3191 8.2169 0.12 -0.17 -0.12
Cs 1.1535 3.2053 1.4237 -2.55 6.38 5.65
```
Positions in Å, forces in eV/Å.

## Properties
M in g mol⁻¹: 1534.82
Charge: +1
HOMO in Ha: -0.291
Orbital gap in eV: 3.48
DFT total energy in eV: -195894.5911



(2)
This record from OMol25 describes C9H14N2O as an isolated structure. The level of theory is ωB97M-V/def2-TZVPD.

XYZ file:
```
26
Properties=species:S:1:pos:R:3:forces:R:3
C 0.0767 1.8713 -0.0014 -1.48 -2.46 3.35
C 1.5747 1.8107 0.2183 1.08 -1.67 -0.86
C -0.2427 -0.0674 -1.7670 -0.65 0.00 -2.51
C -0.8261 0.7196 -0.5154 1.27 -0.86 -2.59
C 0.2452 -1.1884 -0.8834 0.09 1.77 2.97
C -0.8672 -0.6588 0.1616 0.74 -0.35 0.74
C 2.1423 0.4471 0.1782 -2.52 -2.64 -2.38
C -0.5176 -0.6595 1.6188 4.00 -2.06 1.50
C -2.2305 -1.3313 0.0691 1.42 -0.03 0.44
N 1.5309 -0.6547 -0.3562 2.79 -1.44 0.73
N 2.6981 -1.4224 -0.0631 -1.68 -0.16 -0.66
O 3.2607 -0.2390 0.4276 0.09 1.40 0.47
H -0.3685 1.9707 1.0402 0.36 0.85 -1.23
H -0.1313 2.6568 -0.6323 -0.59 2.12 -0.96
H 2.0788 2.4276 -0.4885 0.48 0.67 -0.63
H 1.8956 2.0755 1.1691 0.00 1.61 1.96
H -1.0425 -0.4749 -2.4541 0.60 0.74 0.70
H 0.5494 0.3827 -2.4283 -0.78 -0.22 0.71
H -1.8107 1.1124 -0.7741 0.03 0.28 0.43
H 0.2827 -2.2835 -1.0312 0.35 0.80 -0.45
H -0.6876 -1.6303 2.1910 -0.30 0.95 -1.03
H -0.9721 0.1094 2.1995 -0.41 0.76 0.27
H 0.6707 -0.5950 1.7489 -2.58 0.33 -0.11
H -2.7313 -0.7703 0.8924 -0.80 -0.66 -1.14
H -1.9821 -2.3570 0.4597 -1.04 0.63 -0.80
H -2.5954 -1.2514 -0.9793 -0.46 -0.35 1.06
```
Positions in Å, forces in eV/Å.

## Properties
M in g mol⁻¹: 166.22
HOMO in Ha: -0.272
Orbital gap in eV: 8.15
DFT total energy in eV: -14581.5371



(3)
This record from OMol25 describes C5H8O as an isolated structure. The level of theory is ωB97M-V/def2-TZVPD.

XYZ file:
```
14
Properties=species:S:1:pos:R:3:forces:R:3
C 0.9326 0.1168 -1.8027 0.01 -0.04 -0.16
C 0.5195 -0.1576 -0.3914 0.16 -0.30 -0.53
O 0.1619 1.0361 0.3124 -0.24 -0.20 -0.19
C -0.8692 -0.7494 -0.0684 -0.12 -0.23 -0.08
C -0.7661 0.2470 1.0476 0.53 0.35 0.05
C -0.7223 0.5102 2.3402 0.16 0.08 -0.30
H 0.1631 0.7194 -2.2926 0.10 -0.11 -0.05
H 1.8758 0.6718 -1.8167 -0.12 -0.09 -0.04
H 1.0635 -0.8276 -2.3355 0.04 0.11 -0.10
H 1.2994 -0.6849 0.1824 -0.10 0.03 -0.18
H 0.0720 1.2555 2.2738 -0.40 0.37 1.84
H -1.5813 -0.4342 -0.8374 0.04 -0.11 0.12
H -0.9596 -1.8110 0.1553 -0.06 0.11 0.11
H -1.1894 0.1078 3.2330 0.02 0.03 -0.50
```
Positions in Å, forces in eV/Å.

## Properties
M in g mol⁻¹: 84.12
HOMO in Ha: -0.328
Orbital gap in eV: 10.01
DFT total energy in eV: -7359.8081